(1)
46
Properties=species:S:1:pos:R:3:nbo_charge:R:1 method="wB97M-V/def2-TZVPD" e_above_lowest_ev=0.000 total_charge=0 homo_energy_ev=-8.2838 e_tot_ev=-44076.9429 orbital_gap_ev=8.0 molar_mass_g_mol=394.45
O -7.112 -0.286 0.400 -0.59
C -6.456 -1.242 0.077 0.78
O -7.020 -2.428 -0.232 -0.68
C -4.973 -1.260 -0.028 -0.18
C -4.268 -2.426 -0.416 -0.19
C -2.908 -2.400 -0.500 -0.19
C -2.185 -1.217 -0.205 0.03
C -0.772 -1.166 -0.289 -0.18
C -0.097 -0.013 0.003 -0.13
C 1.400 0.079 -0.031 0.67
O 2.005 0.845 0.696 -0.60
N 2.010 -0.752 -0.923 -0.60
C 3.377 -0.917 -1.127 0.07
C 4.389 -0.289 -0.475 -0.19
C 5.733 -0.597 -0.824 -0.28
C 5.981 -1.500 -1.792 0.02
N 4.965 -2.139 -2.457 -0.38
C 5.278 -3.116 -3.506 -0.06
C 6.125 -4.288 -3.022 -0.42
C 6.428 -5.098 -4.272 -0.51
S 6.762 -3.880 -5.594 0.18
C 6.010 -2.490 -4.692 -0.53
C 3.635 -1.897 -2.177 0.61
O 2.719 -2.469 -2.770 -0.67
C -0.805 1.143 0.416 -0.18
C -2.163 1.123 0.494 -0.16
C -2.890 -0.056 0.185 -0.09
C -4.299 -0.107 0.265 -0.11
H -7.976 -2.308 -0.133 0.50
H -4.818 -3.327 -0.644 0.24
H -2.360 -3.286 -0.797 0.21
H -0.243 -2.070 -0.566 0.21
H 1.455 -1.304 -1.563 0.44
H 4.165 0.433 0.293 0.26
H 6.555 -0.113 -0.321 0.23
H 6.981 -1.768 -2.098 0.21
H 4.315 -3.493 -3.843 0.26
H 7.057 -3.929 -2.578 0.20
H 5.594 -4.877 -2.272 0.23
H 7.298 -5.739 -4.155 0.23
H 5.575 -5.715 -4.554 0.21
H 5.323 -1.950 -5.341 0.24
H 6.788 -1.803 -4.360 0.21
H -0.236 2.027 0.667 0.24
H -2.710 2.007 0.800 0.22
H -4.859 0.771 0.561 0.24


(2)
14
Properties=species:S:1:pos:R:3:nbo_charge:R:1 method="wB97M-V/def2-TZVPD" e_above_lowest_ev=3.562 total_charge=0 homo_energy_ev=-8.1523 e_tot_ev=-10965.6040 orbital_gap_ev=9.0 molar_mass_g_mol=106.10
N -0.297 0.270 2.193 -0.81
C 0.878 0.394 1.521 -0.07
C 1.376 1.470 0.883 0.09
F 0.541 2.400 0.246 -0.37
H -0.266 -0.407 2.944 0.39
H -1.025 0.893 2.082 0.40
H 1.656 -0.415 1.819 0.20
H 2.388 1.441 0.301 0.17
C -1.624 -1.212 -2.380 -0.11
N -0.901 -0.866 -1.414 -0.13
O 0.432 -0.456 -1.706 -0.59
H -1.414 -1.205 -3.351 0.17
H -2.739 -1.486 -2.091 0.19
H 0.996 -0.821 -1.047 0.47


(3)
19
Properties=species:S:1:pos:R:3:nbo_charge:R:1 method="wB97M-V/def2-TZVPD" total_charge=0 homo_energy_ev=-10.6246 e_tot_ev=-55781.7085 orbital_gap_ev=9.4 molar_mass_g_mol=277.25
O 3.755 0.840 0.908 -0.48
C 2.709 1.297 0.554 0.75
O 2.254 2.540 0.895 -0.48
C 0.970 2.702 0.417 0.73
O 0.269 3.636 0.670 -0.51
C 0.676 1.497 -0.391 0.19
O -0.495 1.436 -1.048 -0.67
B -1.543 1.008 -0.187 1.29
O -2.499 1.870 0.188 -0.87
O -1.566 -0.315 0.200 -0.92
C 1.674 0.639 -0.317 -0.19
Cl 1.786 -0.877 -1.006 0.14
H -2.154 2.767 0.174 0.51
H -1.318 -0.358 1.123 0.51
Cl -0.344 -3.668 1.155 -0.03
C -1.052 -3.748 -0.463 -0.39
Cl 0.186 -3.657 -1.723 -0.03
H -1.573 -4.691 -0.562 0.22
H -1.735 -2.916 -0.586 0.24


(4)
19
Properties=species:S:1:pos:R:3:nbo_charge:R:1 method="wB97M-V/def2-TZVPD" total_charge=-1 homo_energy_ev=-4.8442 e_tot_ev=-17075.5300 orbital_gap_ev=8.4 molar_mass_g_mol=141.13
C -2.447 0.982 1.176 -0.44
C -2.266 0.045 0.437 0.08
C -2.094 -1.044 -0.489 -1.01
Al -0.116 -1.442 -0.885 1.14
C 1.104 -0.782 0.610 -0.93
C 1.325 0.732 0.837 -0.53
C 1.983 1.512 -0.263 0.80
O 2.945 2.216 -0.063 -0.59
O 1.479 1.421 -1.530 -0.71
H -2.878 1.683 1.850 0.22
H -2.557 -1.915 -0.025 0.23
H -2.640 -0.791 -1.396 0.23
H 0.047 -3.070 -0.931 -0.43
H 0.235 -0.920 -2.371 -0.41
H 2.089 -1.225 0.436 0.20
H 0.746 -1.190 1.557 0.21
H 0.402 1.224 1.148 0.24
H 2.018 0.863 1.670 0.20
H 0.569 1.743 -1.525 0.49


(5)
11
Properties=species:S:1:pos:R:3:nbo_charge:R:1 method="wB97M-V/def2-TZVPD" e_above_lowest_ev=0.622 total_charge=0 homo_energy_ev=-10.0021 e_tot_ev=-5724.6199 orbital_gap_ev=10.9 molar_mass_g_mol=61.08
C -0.506 -1.815 0.657 -0.73
C -0.917 -2.304 2.012 0.45
O -0.445 -1.945 3.049 -0.51
H -0.408 -2.647 -0.023 0.23
H 0.409 -1.224 0.629 0.23
H -1.286 -1.165 0.234 0.24
H -1.748 -3.043 1.956 0.09
N 1.053 3.473 -2.344 -1.07
H 0.802 4.384 -1.993 0.36
H 2.031 3.472 -2.602 0.35
H 1.016 2.813 -1.577 0.35


(6)
40
Properties=species:S:1:pos:R:3:nbo_charge:R:1 method="wB97M-V/def2-TZVPD" e_above_lowest_ev=0.775 total_charge=0 homo_energy_ev=-7.7850 e_tot_ev=-20462.9739 orbital_gap_ev=8.2 molar_mass_g_mol=300.99
Ag -0.012 0.591 0.074 0.87
B -1.359 2.482 1.392 -0.81
H -2.120 2.167 0.694 -0.03
H -0.425 2.384 0.861 -0.09
H -1.396 3.523 1.672 0.01
H -1.239 1.732 2.158 -0.04
C 1.457 2.970 -1.504 -0.67
C 1.907 1.558 -2.067 -0.07
C 2.808 0.737 -1.122 -0.07
O 2.262 0.473 0.144 -0.59
C 2.960 -0.420 1.047 -0.25
N 0.594 0.978 -2.311 -0.86
H 0.808 3.699 -1.990 0.23
H 2.458 3.367 -1.340 0.21
H 0.990 2.927 -0.520 0.26
H 2.238 1.653 -3.102 0.20
H 3.771 1.221 -0.956 0.18
H 3.127 -0.165 -1.644 0.17
H 3.152 0.137 1.965 0.20
H 3.834 -0.915 0.624 0.19
H 2.377 -1.285 1.360 0.18
H 0.051 1.752 -2.667 0.38
H 0.738 0.309 -3.054 0.35
C -2.001 -2.876 2.558 -0.64
C -1.219 -2.167 1.431 -0.07
C -2.073 -1.944 0.167 -0.07
O -1.194 -1.511 -0.911 -0.57
C -1.858 -1.259 -2.167 -0.25
N -0.715 -0.880 1.851 -0.85
H -2.893 -2.324 2.852 0.21
H -1.519 -3.167 3.491 0.22
H -2.246 -3.810 2.052 0.21
H -0.394 -2.838 1.191 0.19
H -2.874 -1.227 0.348 0.19
H -2.550 -2.837 -0.237 0.18
H -2.216 -2.151 -2.681 0.17
H -1.060 -0.765 -2.723 0.19
H -2.664 -0.572 -1.910 0.18
H -0.010 -0.982 2.567 0.37
H -1.496 -0.565 2.408 0.38